(1)
ORCA calculation (ωB97M-V with the def2-TZVPD basis set) on the ion C10H13N4 with charge +1 in a non-equilibrium geometry.

Total charge = +1
Energy relative to the best compared isomer or geometry (same formula, charge and spin) = 271.8 kJ/mol
SMILES string = N[C@@H]1Cc2cccnc2C2=NC[NH2+][C@H]21
HOMO = -12.6 eV
Kohn-Sham gap = 9.160 eV
E_tot = -16532.0851 eV
LUMO energy = -3.48 eV

Positions of all 27 atoms, in Å:
N (-0.2907, -2.9447, 0.8039)
C (-0.0752, -1.5122, 0.4194)
C (0.0410, -0.5336, 1.5810)
C (0.2506, 0.9189, 1.1958)
C (0.8056, 1.8185, 2.1306)
C (1.2058, 3.0670, 1.7325)
C (0.9069, 3.4819, 0.3924)
N (0.4069, 2.6596, -0.5054)
C (0.1635, 1.3804, -0.1341)
C (-0.1603, 0.5427, -1.1598)
N (-0.0578, 0.5295, -2.3879)
C (-0.4661, -0.6706, -2.9645)
N (-0.8097, -1.7233, -1.8380)
C (-1.0052, -0.9933, -0.6010)
H (-1.2817, -3.1123, 0.9379)
H (0.1296, -3.2121, 1.6733)
H (0.8266, -1.3549, -0.1313)
H (0.8645, -0.6790, 2.3308)
H (-0.7712, -0.4555, 2.3856)
H (0.9998, 1.5950, 3.1077)
H (1.7533, 3.5330, 2.4820)
H (1.0897, 4.5378, -0.0241)
H (-1.2533, -0.3472, -3.5897)
H (0.2998, -1.1185, -3.7679)
H (-1.6435, -2.3066, -2.0369)
H (-0.0218, -2.4431, -1.8010)
H (-1.9072, -0.6572, -0.2312)

---

(2)
ORCA calculation (ωB97M-V with the def2-TZVPD basis set) on an isolated molecule of C2H5N3O in a non-equilibrium geometry.

Energy relative to the best compared isomer or geometry (same formula, charge and spin) = 371.3 kJ/mol
SMILES string = [H]/N=C(N)/C=N\O
HOMO = -9.1 eV
Kohn-Sham gap = 9.712 eV
E_tot = -8669.7947 eV
LUMO energy = 0.60 eV

Positions of all 11 atoms, in Å:
H (-2.5862, -0.3493, 0.4864)
N (-1.7597, -0.9137, -0.0042)
C (-0.7106, -0.1595, -0.0467)
N (-0.8150, 1.1767, 0.0452)
C (0.4530, -1.0768, -0.1585)
N (1.7336, -0.8142, 0.0317)
O (2.0329, 0.5014, -0.0437)
H (-1.6174, 1.6687, -0.5112)
H (-0.0202, 1.7961, -0.1108)
H (0.3533, -2.1713, -0.0476)
H (2.9364, 0.3419, 0.3595)

---

(3)
ORCA calculation (ωB97M-V with the def2-TZVPD basis set) on a cluster of 4 separate species, C24H37N3O4PSi in total in a non-equilibrium geometry.

Total charge = +1
HOMO = -10.8 eV
Kohn-Sham gap = 6.812 eV
E_tot = -55313.4386 eV
LUMO energy = -3.97 eV

Positions of all 70 atoms, in Å:
C (-1.3084, -0.6502, 2.1901)
Si (-0.0256, -1.6674, 1.2953)
C (-0.4395, -3.4689, 1.5388)
C (1.6947, -1.2673, 1.8588)
O (-0.0691, -1.2619, -0.3362)
C (-1.1130, -1.6991, -1.1619)
C (-1.3833, -0.6117, -2.1873)
N (-0.2030, -0.2998, -3.0532)
C (0.1955, 0.9573, -3.2196)
N (0.3594, 1.5241, -4.4210)
N (0.4184, 1.6695, -2.0486)
P (1.9266, 1.6208, -1.2567)
O (1.8854, 2.3588, -0.0068)
O (2.2557, 0.0859, -1.1912)
O (2.9038, 2.2619, -2.3536)
H (-2.2752, -0.7385, 1.6865)
H (-1.0232, 0.4019, 2.2135)
H (-1.4523, -1.0119, 3.2087)
H (0.3618, -4.1076, 1.1650)
H (-0.5871, -3.6592, 2.6016)
H (-1.3629, -3.7349, 1.0196)
H (1.8159, -0.1892, 1.9737)
H (2.4005, -1.5835, 1.0907)
H (1.9115, -1.7836, 2.7928)
H (-2.0403, -1.8546, -0.5992)
H (-0.8435, -2.6326, -1.6649)
H (-2.1757, -0.9316, -2.8640)
H (-1.6987, 0.2930, -1.6771)
H (-0.2303, -0.7943, -3.9374)
H (0.8345, 1.0638, -5.1818)
H (0.1396, 2.5007, -4.5613)
H (0.1779, 2.6563, -2.1358)
H (3.2043, -0.0938, -1.2444)
H (3.7320, 2.5280, -1.9267)
C (-4.7052, -4.7481, 0.3888)
C (-5.0459, -5.8712, 1.1297)
C (-5.3760, -5.7418, 2.4716)
C (-5.3712, -4.4905, 3.0726)
C (-5.0330, -3.3664, 2.3326)
C (-4.6990, -3.4980, 0.9919)
H (-4.4465, -4.8495, -0.6578)
H (-5.0551, -6.8468, 0.6617)
H (-5.6383, -6.6178, 3.0500)
H (-5.6326, -4.3916, 4.1179)
H (-5.0311, -2.3901, 2.8003)
H (-4.4341, -2.6200, 0.4136)
C (3.3262, 1.2213, 4.8223)
C (4.3348, 1.3498, 5.7670)
C (4.1583, 0.8365, 7.0446)
C (2.9761, 0.1896, 7.3765)
C (1.9679, 0.0590, 6.4315)
C (2.1431, 0.5773, 5.1561)
H (3.4618, 1.6243, 3.8262)
H (5.2585, 1.8512, 5.5085)
H (4.9428, 0.9412, 7.7826)
H (2.8404, -0.2122, 8.3721)
H (1.0461, -0.4462, 6.6905)
H (1.3544, 0.4803, 4.4203)
C (1.1527, 5.1229, -4.5777)
C (1.8768, 4.1217, -5.2152)
C (1.9432, 4.0850, -6.6027)
C (1.2891, 5.0544, -7.3513)
C (0.5675, 6.0549, -6.7144)
C (0.4958, 6.0892, -5.3286)
H (1.1078, 5.1575, -3.4945)
H (2.3888, 3.3716, -4.6266)
H (2.5074, 3.3063, -7.1012)
H (1.3446, 5.0323, -8.4315)
H (0.0627, 6.8119, -7.2994)
H (-0.0651, 6.8714, -4.8345)

---

(4)
ORCA calculation (ωB97M-V with the def2-TZVPD basis set) on a cluster of 11 separate species, C28H81N3O11 in total in a non-equilibrium geometry.

Energy relative to the best compared isomer or geometry (same formula, charge and spin) = 533.8 kJ/mol
SMILES string = COC[C@H](C)N.COC[C@H](C)N.COC[C@H](C)N.CCO.CCO.CCO.CCO.CCO.CCO.CCO.CCO
HOMO = -9.4 eV
Kohn-Sham gap = 9.528 eV
E_tot = -57333.9141 eV
LUMO energy = 0.08 eV

Positions of all 123 atoms, in Å:
C (5.4154, 3.4331, 5.6366)
O (4.3413, 2.6386, 6.0982)
C (3.1159, 3.2399, 5.9106)
C (2.1554, 2.5128, 6.8271)
C (0.7426, 3.0571, 6.3989)
N (2.3492, 2.9471, 8.1861)
H (6.4309, 3.1120, 5.8687)
H (5.3032, 4.4047, 6.1177)
H (5.3866, 3.6255, 4.5641)
H (3.1332, 4.3157, 6.0851)
H (2.8436, 3.1959, 4.8561)
H (2.1713, 1.4336, 6.6752)
H (0.6171, 2.7667, 5.3558)
H (0.6180, 4.1397, 6.4251)
H (-0.1298, 2.5735, 6.8384)
H (2.3449, 3.9553, 8.2461)
H (3.3102, 2.6930, 8.3654)
C (0.2312, 0.9266, -2.5947)
O (1.6086, 0.2629, -2.6796)
C (1.8508, -0.5005, -1.4871)
C (2.2273, 0.2741, -0.1231)
C (3.5880, 0.8570, -0.2186)
N (2.1757, -0.5037, 1.0758)
H (-0.5260, 0.2660, -2.1722)
H (-0.2537, 1.2067, -3.5299)
H (0.2750, 1.8549, -2.0250)
H (1.0022, -1.1798, -1.4063)
H (2.7044, -1.1589, -1.6484)
H (1.5446, 1.1176, -0.0203)
H (4.3622, 0.0968, -0.3233)
H (3.8099, 1.1553, 0.8061)
H (3.8399, 1.7153, -0.8415)
H (2.6005, 0.1178, 1.7492)
H (2.9165, -1.1882, 1.1281)
C (-3.2200, 4.5845, 1.5779)
O (-4.5742, 4.2526, 1.2534)
C (-4.9516, 2.8992, 1.5542)
C (-6.4590, 2.7805, 1.1496)
C (-7.3112, 3.5753, 2.1476)
N (-6.9900, 1.4107, 1.1613)
H (-2.6444, 5.1772, 0.8669)
H (-2.6710, 3.6516, 1.7057)
H (-3.1714, 5.0529, 2.5609)
H (-4.3010, 2.2601, 0.9573)
H (-4.7901, 2.6684, 2.6072)
H (-6.5929, 3.3180, 0.2109)
H (-7.1893, 3.1797, 3.1560)
H (-8.3323, 3.5946, 1.7667)
H (-6.8762, 4.5676, 2.2664)
H (-6.2710, 0.9120, 0.6570)
H (-6.7130, 1.0004, 2.0416)
C (5.0698, -3.3579, 6.9953)
C (4.7926, -4.2963, 5.8222)
O (5.1260, -3.7557, 4.5480)
H (6.1364, -3.1349, 7.0249)
H (4.6190, -3.7834, 7.8919)
H (4.6371, -2.4383, 6.6013)
H (3.7475, -4.5902, 5.7251)
H (5.4240, -5.1768, 5.9412)
H (6.0671, -3.5677, 4.5744)
C (-5.8558, 0.2225, -4.9221)
C (-6.6723, -0.5329, -5.9479)
O (-6.0011, -1.7351, -6.4291)
H (-4.9393, 0.5292, -5.4261)
H (-5.5357, -0.3411, -4.0457)
H (-6.4667, 1.0568, -4.5774)
H (-6.7306, 0.0962, -6.8361)
H (-7.6680, -0.5549, -5.5050)
H (-6.0376, -1.8662, -7.3794)
C (1.2381, -5.8477, 0.2168)
C (0.3021, -7.0623, 0.0449)
O (-0.1475, -7.5025, 1.2700)
H (2.0303, -5.9788, 0.9538)
H (0.6583, -4.9986, 0.5787)
H (1.7235, -5.5047, -0.6969)
H (0.7026, -7.9569, -0.4320)
H (-0.5164, -6.8540, -0.6441)
H (0.4317, -8.0388, 1.8164)
C (1.9913, -5.9396, -7.0605)
C (2.7354, -5.2394, -5.8962)
O (4.0838, -5.0878, -6.2194)
H (0.9035, -5.8697, -7.0547)
H (2.2063, -7.0067, -7.1171)
H (2.3741, -5.5410, -7.9999)
H (2.5263, -5.8302, -5.0044)
H (2.3530, -4.2286, -5.7543)
H (4.2275, -4.1480, -6.3525)
C (1.0111, 7.3302, -3.3059)
C (1.7303, 8.4945, -3.9353)
O (0.7189, 9.4778, -3.9958)
H (0.0555, 7.1948, -3.8124)
H (0.8122, 7.3211, -2.2342)
H (1.5750, 6.4134, -3.4779)
H (2.0783, 8.4109, -4.9648)
H (2.5688, 8.7276, -3.2790)
H (1.1698, 10.2742, -4.2856)
C (-3.2444, -1.5300, 4.9133)
C (-2.0570, -2.1090, 4.1158)
O (-1.8038, -1.2845, 3.0338)
H (-4.1924, -1.6846, 4.3981)
H (-3.1323, -0.4465, 4.9531)
H (-3.3021, -2.0258, 5.8823)
H (-2.2659, -3.1403, 3.8315)
H (-1.1306, -2.0978, 4.6901)
H (-0.8588, -1.2431, 2.8703)
C (4.7682, 1.7586, -7.3443)
C (4.2536, 0.2908, -7.3442)
O (4.5134, -0.2525, -6.0297)
H (5.8253, 1.9731, -7.5010)
H (4.6343, 2.2964, -6.4057)
H (4.3152, 2.2831, -8.1856)
H (4.7078, -0.3495, -8.1004)
H (3.2531, 0.2868, -7.7768)
H (3.7045, -0.0604, -5.5497)
C (-4.6713, -4.1172, -2.2237)
C (-4.4646, -4.0144, -0.6955)
O (-4.6151, -2.6677, -0.3048)
H (-4.1942, -3.2920, -2.7524)
H (-5.6917, -4.1325, -2.6064)
H (-4.3080, -5.0931, -2.5459)
H (-3.4398, -4.3069, -0.4667)
H (-5.1296, -4.6721, -0.1359)
H (-3.7781, -2.4015, 0.0826)